No. 1
18
Properties=species:S:1:pos:R:3 method="wB97M-V/def2-TZVPD" mol_weight_g_mol=126.27 homo_energy_ev="-4.3 / -7.8" energy_ha=-972.534986 s_squared=0.753 gap_ev="4.3648 / 7.8670" total_charge=0 multiplicity=2 relative_energy_ev=0.000
C 1.117 1.475 0.518
C -0.135 0.799 0.005
C -1.061 1.640 -0.847
N 0.355 -0.364 -0.856
H 1.730 0.786 1.097
H 1.686 1.901 -0.311
H 0.841 2.290 1.187
H -0.674 0.255 0.783
H -0.585 1.888 -1.800
H -1.336 2.532 -0.291
H -1.964 1.090 -1.117
H 1.022 -0.961 -0.348
H -0.418 -1.008 -1.067
H 0.739 -0.006 -1.728
S -1.314 -2.336 1.241
S 0.785 -3.037 0.805
H -1.950 -3.409 0.741
H 1.162 -3.533 1.990

---

No. 2
23
Properties=species:S:1:pos:R:3 method="wB97M-V/def2-TZVPD" smiles="C=C(C)NC.O.O.O" mol_weight_g_mol=125.17 homo_energy_ev=-7.9 energy_ha=-441.791746 gap_ev=8.3285 total_charge=0 multiplicity=1 relative_energy_ev=2.453
C 0.282 0.831 -0.543
C 0.596 -0.673 -0.581
C 1.885 -1.104 -0.390
C -1.862 -1.266 -1.222
N -0.374 -1.535 -1.197
H 1.024 1.554 -0.903
H 0.074 0.880 0.582
H -0.685 1.012 -1.054
H 2.711 -0.488 -0.061
H 2.201 -2.108 -0.180
H -2.215 -0.156 -1.018
H -2.539 -1.748 -0.423
H -2.353 -1.463 -2.189
H -0.225 -2.512 -0.967
H 0.530 0.591 4.167
H 1.569 -0.183 3.496
O 0.793 0.312 3.265
H -0.816 -0.205 2.831
H -1.912 -1.344 3.078
O -1.805 -0.361 2.977
H 1.574 3.189 -2.873
H 0.162 2.594 -2.889
O 0.775 3.100 -3.342

---

No. 3
24
Properties=species:S:1:pos:R:3 method="wB97M-V/def2-TZVPD" smiles="CC/N=C/NN.Oc1ccno1" mol_weight_g_mol=172.19 homo_energy_ev=-8.4 energy_ha=-605.189053 gap_ev=9.1410 total_charge=0 multiplicity=1 relative_energy_ev=3.642
C -1.125 0.882 -2.487
C -1.863 1.332 -1.394
C -3.025 1.824 -1.978
C -1.174 -0.794 2.289
C -0.300 -1.664 1.412
C 1.966 -1.320 1.167
H 0.258 1.092 -3.694
H -1.529 1.354 -0.374
H -3.813 2.427 -1.525
H -1.736 -0.073 1.692
H -0.541 -0.146 2.921
H -1.829 -1.420 2.895
H 0.112 -2.496 1.999
H -0.892 -2.103 0.600
H 2.116 -2.319 1.574
H 3.992 -1.159 1.010
H 3.241 1.329 1.230
H 3.896 0.806 -0.151
N -3.055 1.550 -3.257
N 0.796 -0.847 0.885
N 3.140 -0.636 0.998
N 3.114 0.650 0.468
O 0.167 0.950 -2.746
O -1.915 0.780 -3.534

---

No. 4
55
Properties=species:S:1:pos:R:3 method="wB97M-V/def2-TZVPD" mol_weight_g_mol=573.55 homo_energy_ev=-6.8 energy_ha=-1346.453254 gap_ev=6.4714 total_charge=0 multiplicity=1 relative_energy_ev=0.000
Pt 1.658 0.376 0.230
C -1.798 -0.675 -5.156
N -0.446 -1.053 -4.792
C 0.173 -2.132 -5.539
C 0.264 -0.428 -3.812
O 1.403 -0.730 -3.513
C -0.464 0.717 -3.108
O 0.348 1.412 -2.208
C 1.377 2.163 -2.772
C 2.740 1.575 -2.410
O 2.879 0.773 -1.485
N 3.810 1.976 -3.121
C 3.812 3.065 -4.076
C 5.128 1.470 -2.772
H -2.223 -1.469 -5.768
H -1.832 0.250 -5.739
H -2.438 -0.560 -4.281
H -0.425 -3.042 -5.459
H 1.160 -2.316 -5.127
H 0.269 -1.867 -6.595
H -1.289 0.326 -2.510
H -0.887 1.391 -3.865
H 1.347 3.175 -2.351
H 1.260 2.235 -3.856
H 2.810 3.402 -4.316
H 4.298 2.746 -4.999
H 4.368 3.916 -3.672
H 5.024 0.594 -2.142
H 5.702 2.231 -2.238
H 5.659 1.205 -3.687
C 0.640 0.065 1.678
C -0.132 -0.188 2.655
C -0.968 -0.526 3.635
C -1.806 0.510 4.285
C -3.086 0.222 4.759
C -3.885 1.226 5.286
C -3.413 2.528 5.359
C -2.139 2.824 4.892
C -1.345 1.826 4.355
C -1.091 -1.947 4.042
C -1.416 -2.304 5.351
C -1.503 -3.638 5.717
C -1.273 -4.634 4.779
C -0.935 -4.288 3.477
C -0.839 -2.957 3.112
H -3.471 -0.787 4.687
H -4.882 0.989 5.634
H -4.036 3.310 5.774
H -1.764 3.838 4.945
H -0.355 2.051 3.979
H -1.574 -1.532 6.093
H -1.746 -3.899 6.739
H -1.352 -5.676 5.061
H -0.743 -5.060 2.743
H -0.567 -2.680 2.102

---

No. 5
12
Properties=species:S:1:pos:R:3 method="wB97M-V/def2-TZVPD" smiles="C#CCC1=CC1" mol_weight_g_mol=78.11 homo_energy_ev=-9.3 energy_ha=-231.983285 gap_ev=10.2711 total_charge=0 multiplicity=1 relative_energy_ev=6.613
C -0.945 1.561 -0.510
C 0.454 -0.030 0.753
C -0.748 0.206 -0.036
C -1.832 -0.043 -0.668
C 1.296 -1.183 0.445
C 2.031 -2.068 0.087
H -0.265 1.941 -1.297
H -1.240 2.332 0.219
H 0.768 1.008 0.426
H 0.233 0.096 1.815
H -2.393 -0.926 -1.025
H 2.642 -2.894 -0.210

---

No. 6
40
Properties=species:S:1:pos:R:3 method="wB97M-V/def2-TZVPD" mol_weight_g_mol=231.36 homo_energy_ev=-11.8 energy_ha=-698.425872 gap_ev=6.4144 total_charge=+1 multiplicity=1 relative_energy_ev=0.000
C 3.607 1.268 2.507
O 2.198 1.562 2.474
C 1.378 0.550 2.480
C -0.019 0.794 2.493
C -0.923 -0.297 2.497
C -2.288 -0.063 2.503
C -2.784 1.251 2.505
C -4.258 1.494 2.509
C -1.889 2.331 2.504
C -0.526 2.124 2.501
H 4.098 2.239 2.511
H 3.864 0.696 3.408
H 3.894 0.690 1.619
H 1.823 -0.453 2.510
H -0.488 -1.297 2.499
H -3.000 -0.893 2.506
H -4.457 2.567 2.510
H -4.745 1.055 1.632
H -4.741 1.055 3.389
H -2.292 3.346 2.507
H 0.177 2.952 2.502
C -0.169 -2.437 -3.720
C -0.814 -1.064 -3.513
C 0.235 0.047 -3.314
C 1.244 -0.321 -2.246
C 1.451 0.436 -1.159
C 1.889 -1.681 -2.421
C 0.836 -2.788 -2.621
H -0.950 -3.204 -3.758
H 0.345 -2.446 -4.690
H -1.466 -0.829 -4.362
H -1.454 -1.100 -2.622
H 0.740 0.188 -4.282
H -0.269 0.985 -3.059
H 2.147 0.130 -0.375
H 0.936 1.390 -1.023
H 2.533 -1.684 -3.315
H 2.516 -1.923 -1.557
H 0.298 -2.929 -1.676
H 1.323 -3.741 -2.855

---

No. 7
21
Properties=species:S:1:pos:R:3 method="wB97M-V/def2-TZVPD" smiles="C=CC(=C=O)[Si](C)(C)C" mol_weight_g_mol=140.26 homo_energy_ev=-9.1 energy_ha=-638.531967 gap_ev=9.5533 total_charge=0 multiplicity=1 relative_energy_ev=3.717
C -2.855 1.844 0.049
C -1.733 1.039 0.159
C -1.970 -1.431 -0.113
C -1.006 -0.624 0.136
C 1.249 0.704 -1.512
C 1.519 -2.209 -0.235
C 1.433 0.338 1.597
O -2.924 -2.137 -0.163
Si 0.821 -0.428 -0.037
H -2.711 2.883 0.437
H -1.023 1.716 0.789
H -3.726 1.555 -0.508
H 1.215 0.250 -2.475
H 0.253 1.327 -1.388
H 2.101 1.308 -1.373
H 2.583 -2.521 0.130
H 0.812 -3.049 0.264
H 1.434 -2.531 -1.400
H 2.414 0.917 1.452
H 0.688 1.256 1.665
H 1.424 -0.205 2.527

---

No. 8
8
Properties=species:S:1:pos:R:3 method="wB97M-V/def2-TZVPD" smiles=[O-]P(O)NO mol_weight_g_mol=96.00 homo_energy_ev=-2.9 energy_ha=-623.660382 gap_ev=7.6032 total_charge=-1 multiplicity=1 relative_energy_ev=4.061
N -0.291 0.260 0.573
O -1.648 -0.098 0.181
O -0.203 0.801 -2.010
O 1.278 -0.856 -1.057
P 0.720 0.682 -0.815
H -0.405 0.807 1.445
H -1.459 -0.202 -0.732
H 1.481 -1.238 -0.278

---

No. 9
41
Properties=species:S:1:pos:R:3 method="wB97M-V/def2-TZVPD" smiles="N#CO[C@@H]1OC(=O)O[C@]1(CCCCl)CC(=O)I.CCOS(C)(=O)=O" mol_weight_g_mol=497.69 homo_energy_ev=-10.2 energy_ha=-2280.132322 gap_ev=10.1321 total_charge=0 multiplicity=1
N 2.978 0.178 2.877
C 2.374 0.097 1.918
O 1.579 0.066 0.826
C 0.340 -0.561 1.102
O -0.508 -0.052 2.142
C -1.620 -0.921 2.082
O -2.717 -0.667 2.374
O -1.184 -2.158 1.597
C 0.261 -2.107 1.292
C 0.338 -2.915 -0.055
C 1.225 -2.256 -1.179
C 1.340 -3.184 -2.455
Cl 2.875 -2.756 -3.363
C 0.861 -2.749 2.613
C 2.107 -3.668 2.368
O 3.185 -3.196 2.436
I 1.928 -5.813 1.951
H -0.273 -0.340 0.184
H -0.710 -2.954 -0.459
H 0.658 -3.977 0.069
H 0.702 -1.319 -1.507
H 2.227 -1.963 -0.781
H 1.407 -4.264 -2.201
H 0.490 -2.950 -3.134
H 0.058 -3.385 3.070
H 1.167 -1.937 3.325
O -0.685 1.740 -0.998
S -1.484 2.794 -0.436
O -2.912 2.794 -0.535
O -0.930 4.206 -0.957
C -0.830 4.419 -2.372
C -2.186 4.669 -3.005
C -1.046 2.991 1.264
H -0.319 3.579 -2.849
H -0.199 5.298 -2.510
H -2.815 3.780 -2.952
H -2.074 4.941 -4.056
H -2.712 5.471 -2.483
H 0.039 3.031 1.348
H -1.434 2.133 1.809
H -1.500 3.906 1.640

---

No. 10
67
Properties=species:S:1:pos:R:3 method="wB97M-V/def2-TZVPD" smiles="CCN(CCN(C)C)C(=O)C1CCN(S(=O)(=O)c2c(C)noc2/C=C/c2ccccc2F)CC1" mol_weight_g_mol=492.62 homo_energy_ev=-8.4 energy_ha=-1952.317141 gap_ev=8.0232 total_charge=0 multiplicity=1 relative_energy_ev=0.000
C -3.343 -1.200 2.891
H -2.387 -1.043 3.385
H -4.130 -0.778 3.510
H -3.508 -2.271 2.808
C -3.359 -0.545 1.510
N -2.338 -1.089 0.637
C -1.083 -0.616 0.484
O -0.298 -1.120 -0.301
C -0.667 0.612 1.297
C -0.920 1.853 0.428
H -0.447 1.693 -0.542
H -1.991 1.989 0.260
C -0.345 3.106 1.093
N 1.048 2.953 1.427
S 2.155 3.477 0.312
O 1.824 4.839 0.011
O 3.453 3.180 0.843
C 1.943 2.547 -1.183
C 2.542 1.344 -1.509
C 3.450 0.541 -0.749
C 3.811 -0.700 -1.114
C 4.719 -1.559 -0.386
C 5.317 -1.206 0.829
C 6.177 -2.067 1.481
C 6.470 -3.311 0.943
C 5.897 -3.693 -0.257
C 5.039 -2.823 -0.898
F 4.496 -3.215 -2.069
H 6.106 -4.653 -0.703
H 7.143 -3.981 1.454
H 6.625 -1.768 2.416
H 5.102 -0.242 1.261
H 3.388 -1.115 -2.019
H 3.823 1.031 0.138
O 2.135 0.986 -2.735
N 1.295 1.927 -3.227
C 1.162 2.867 -2.326
C 0.306 4.057 -2.540
H -0.716 3.844 -2.224
H 0.288 4.308 -3.597
H 0.690 4.887 -1.953
C 1.355 1.796 2.229
H 0.909 1.950 3.219
C 0.828 0.501 1.616
H 0.995 -0.325 2.310
H 1.362 0.270 0.694
H 2.439 1.769 2.337
H -0.894 3.318 2.018
H -0.418 3.975 0.438
H -1.224 0.693 2.232
C -2.726 -2.244 -0.153
H -1.807 -2.736 -0.477
H -3.298 -2.926 0.478
C -3.531 -1.844 -1.394
N -4.876 -1.392 -1.060
C -5.395 -0.455 -2.035
H -4.729 0.405 -2.098
H -6.375 -0.110 -1.706
H -5.499 -0.895 -3.038
C -5.788 -2.504 -0.879
H -5.948 -3.072 -1.808
H -5.398 -3.183 -0.124
H -6.749 -2.123 -0.535
H -3.555 -2.695 -2.094
H -2.997 -1.027 -1.883
H -3.236 0.534 1.607
H -4.318 -0.726 1.017

---

No. 11
13
Properties=species:S:1:pos:R:3 method="wB97M-V/def2-TZVPD" mol_weight_g_mol=90.10 homo_energy_ev=-9.5 energy_ha=-331.646617 gap_ev=10.3704 total_charge=0 multiplicity=1 relative_energy_ev=1.707
C 0.701 0.149 1.470
C 0.110 -0.124 0.335
C -0.886 0.587 -0.486
C 0.676 -1.804 -0.513
O 1.606 -1.552 -1.467
F 1.171 -2.555 0.511
H 1.409 -0.524 1.917
H 0.487 1.049 2.028
H -0.956 1.633 -0.183
H -1.865 0.122 -0.366
H -0.617 0.537 -1.539
H -0.208 -2.273 -0.933
H 2.383 -1.140 -1.060

---

No. 12
8
Properties=species:S:1:pos:R:3 method="wB97M-V/def2-TZVPD" mol_weight_g_mol=73.03 homo_energy_ev=-8.2 energy_ha=-474.600333 gap_ev=7.8828 total_charge=0 multiplicity=1 relative_energy_ev=1.996
C 0.082 -0.367 -1.355
C 0.440 -0.071 1.072
N 0.344 -0.598 -0.116
P -0.726 0.947 1.830
H 0.080 -1.323 -1.872
H 1.133 -0.407 1.916
H 0.187 0.589 -2.007
H -1.541 1.230 0.531